C26H56F6NO17S2Zn | ωB97M-V with the def2-TZVPD basis set

Maximum force: 5.8 eV/Å
Net charge: -1
HOMO: -3.6 eV
HOMO-LUMO gap: 5.1 eV

XYZ file:
```
109
C26H56F6NO17S2Zn, DFT ωB97M-V with the def2-TZVPD basis set
Zn 1.3036 -2.0343 -0.7356
C -0.9893 -2.1329 -4.4090
C -1.2685 -2.2022 -5.8157
C -0.0381 -2.1198 -6.7574
O -0.2054 -2.4204 -7.9477
C 1.2822 -1.7651 -6.2514
C 1.4195 -1.4608 -4.9019
C 0.2454 -1.7493 -3.9414
O 0.3642 -2.0012 -2.7041
O 2.4815 -0.8011 -4.5269
O -2.2797 -2.4711 -6.4089
H -1.8727 -2.3641 -3.8323
H 2.0923 -1.5222 -6.9230
C 0.5134 1.8251 -1.3486
F 0.5777 0.9561 -2.3923
F 1.7102 2.2241 -1.0278
F -0.3493 2.7950 -1.6828
S -0.4491 0.8356 0.0938
O -0.7547 1.7271 1.1720
O -1.6551 0.3308 -0.5020
N 0.6779 -0.5081 0.2653
S 1.4081 -0.1027 1.6116
O 2.6566 -0.8271 1.4843
O 1.6810 1.3067 1.9349
C 0.4111 -0.9429 3.0256
F 1.1384 -0.6558 4.1294
F -0.8139 -0.4873 3.0751
F 0.3606 -2.2738 2.8590
C 4.9410 -2.6845 3.0469
C 4.1700 -3.8993 2.6610
O 4.5466 -4.3097 1.2870
H 4.9046 -1.9265 2.2645
H 5.9979 -2.9500 3.0219
H 4.8204 -2.2820 4.0527
H 3.1126 -3.6350 2.6549
H 4.4182 -4.6866 3.3728
H 5.4900 -4.4753 1.3519
C -3.3247 0.2717 -5.0514
C -2.6995 0.7950 -3.7056
O -3.7035 0.7785 -2.6513
H -3.8138 -0.7007 -4.9957
H -2.6306 0.1745 -5.8862
H -4.0726 1.0061 -5.3505
H -2.3177 1.8008 -3.8805
H -1.7995 0.2191 -3.4903
H -3.2172 0.4726 -1.8822
C -1.9080 -4.2054 -0.8436
C -1.4431 -3.2073 0.1672
O -0.0454 -3.3405 0.2481
H -1.7756 -5.2465 -0.5493
H -1.2648 -4.1673 -1.7227
H -2.9597 -4.0852 -1.1039
H -1.9675 -3.2430 1.1221
H -1.5294 -2.2026 -0.2466
H 0.0839 -4.0527 0.8787
C 2.9571 4.4633 1.3829
C 1.4564 4.8087 0.9172
O 1.5780 5.8126 -0.0642
H 3.3873 4.0142 0.4878
H 3.0642 3.7132 2.1665
H 3.5453 5.3561 1.5954
H 0.8755 5.2954 1.7007
H 0.9415 3.8884 0.6415
H 2.1484 6.4945 0.2980
C -2.9972 5.1746 -0.9143
C -1.6973 5.8014 -0.4524
O -0.7973 5.7666 -1.5779
H -3.8003 5.1087 -0.1803
H -2.8842 4.1480 -1.2628
H -3.3231 5.7483 -1.7819
H -1.2357 5.1638 0.3015
H -2.0119 6.7746 -0.0756
H 0.0629 5.6271 -1.1753
C -1.3549 -6.9161 2.3201
C -0.2602 -5.8687 2.5194
O 0.6873 -5.8386 1.4368
H -1.9555 -7.1695 3.1937
H -0.9551 -7.8990 2.0706
H -2.0155 -6.5647 1.5275
H 0.3450 -5.9865 3.4182
H -0.6571 -4.8544 2.5605
H 1.1506 -6.6792 1.4546
C -4.2713 2.0634 1.3506
C -4.7790 2.4374 2.7423
O -4.0127 1.8534 3.7408
H -3.2759 2.5020 1.2804
H -4.9543 2.5867 0.6814
H -4.2643 1.0222 1.0281
H -5.7915 2.0349 2.7124
H -4.8219 3.5153 2.8986
H -3.1584 2.2905 3.7140
C -0.4385 2.2893 4.4533
C -0.9223 3.5627 3.8102
O -2.1104 3.9915 4.4651
H -1.2538 1.5885 4.2737
H -0.2223 2.5258 5.4951
H 0.4851 1.8887 4.0353
H -1.2229 3.3359 2.7873
H -0.0860 4.2618 3.8022
H -2.2828 4.9307 4.3665
C 4.8986 0.1544 -1.1337
C 4.3245 -1.2590 -1.3734
O 2.9262 -1.2255 -1.6365
H 4.4438 0.8869 -1.8005
H 5.9757 0.1143 -1.2964
H 4.8955 0.4719 -0.0909
H 4.5289 -1.9038 -0.5186
H 4.7806 -1.8816 -2.1431
H 2.6953 -0.7980 -2.4645
```



C3H11BF4O3Ti3 | ωB97M-V with the def2-TZVPD basis set

Maximum force: 3.0 eV/Å
Net charge: +1
⟨S²⟩: 24.75
HOMO (alpha / beta): -10.3 / -14.0 eV
HOMO-LUMO gap (alpha / beta): 6.1 / 9.3 eV
2S+1: 10

XYZ file:
```
25
C3H11BF4O3Ti3, DFT ωB97M-V with the def2-TZVPD basis set
Ti -12.6855 -15.4110 -13.2144
Ti -12.1013 -19.0287 -12.2206
Ti -12.6804 -17.6534 -9.5071
O -11.9550 -16.8164 -11.4967
H -11.3307 -16.4794 -10.8290
B -10.8998 -16.5848 -7.3955
F -12.1845 -17.0969 -7.1344
F -10.4836 -17.2585 -8.6070
F -10.8880 -15.2122 -7.5695
F -10.0486 -16.9556 -6.3625
C -8.8733 -14.6539 -11.6310
O -9.5695 -15.4495 -12.6024
H -8.5316 -15.1492 -10.7171
H -7.9905 -14.2376 -12.1112
H -9.5142 -13.8142 -11.3301
H -10.3129 -15.8521 -12.1388
C -13.7323 -12.5378 -9.4939
C -12.8116 -13.7236 -9.7020
O -12.9418 -14.3643 -10.9902
H -13.4759 -11.6722 -10.0903
H -13.6733 -12.3024 -8.4279
H -14.7636 -12.8947 -9.5544
H -13.0035 -14.4916 -8.9335
H -11.7692 -13.4286 -9.5429
H -12.4564 -15.1980 -10.9671
```



C4H2Cl6O | ωB97M-V with the def2-TZVPD basis set

Maximum force: 2.9 eV/Å
HOMO: -8.7 eV
HOMO-LUMO gap: 9.1 eV
SMILES string: ClC(Cl)=C(Cl)Cl.OC=C(Cl)Cl

XYZ file:
```
13
C4H2Cl6O, DFT ωB97M-V with the def2-TZVPD basis set
C 1.0486 1.3822 -0.6281
C -0.6550 -1.1347 1.3279
C -0.0416 0.8407 -1.2847
C -0.2710 -1.8115 0.2074
O 1.0853 2.0454 0.5339
Cl 0.5324 -0.6932 2.5573
Cl -2.2161 -0.7442 1.7816
Cl 0.1077 -0.0291 -2.7701
Cl -1.6307 0.9706 -0.6274
Cl -1.5645 -2.4035 -0.9154
Cl 1.3419 -2.0711 -0.1088
H 1.9713 1.5717 -1.1569
H 0.2916 2.0767 1.0833
```



C2H3O2Se | ωB97M-V with the def2-TZVPD basis set

Maximum force: 4.0 eV/Å
Net charge: -1
HOMO (alpha / beta): -3.4 / -3.0 eV
HOMO-LUMO gap (alpha / beta): 7.0 / 6.6 eV

XYZ file:
```
8
C2H3O2Se, DFT ωB97M-V with the def2-TZVPD basis set
C 0.7278 1.0674 -0.2638
C -0.4534 0.1845 -0.6429
O 0.4657 1.4668 0.9219
O 1.7359 1.3859 -0.8895
Se -2.1722 0.2280 0.0432
H 0.5737 -1.1954 0.3865
H -0.2447 -0.4984 -1.4417
H -0.4082 1.1257 1.1241
```



C12H26Br2N2NiO4 | ωB97M-V with the def2-TZVPD basis set

Maximum force: 9.2 eV/Å
Net charge: +2
⟨S²⟩: 2.01
HOMO (alpha / beta): -15.3 / -15.3 eV
HOMO-LUMO gap (alpha / beta): 5.3 / 4.3 eV
2S+1: 3

XYZ file:
```
47
C12H26Br2N2NiO4, DFT ωB97M-V with the def2-TZVPD basis set
C -0.4341 -0.5278 -0.7308
C -0.5631 0.6566 -1.6973
C -1.8642 0.5193 -2.4344
C -3.1494 0.8141 -1.5782
C -3.0258 2.2042 -0.9720
C -1.7764 2.5326 -0.1177
N -0.5679 1.9662 -0.9286
O 0.5258 2.8394 -0.8680
C -1.8772 1.7501 1.2858
C -1.7046 3.9906 0.1769
C 0.6247 0.6910 -2.7799
H 0.4551 -0.5405 -0.1005
H -0.3645 -1.4204 -1.3525
H -1.3324 -0.7267 -0.1463
H -1.9212 -0.5057 -2.8006
H -2.0324 1.1015 -3.3404
H -3.2634 0.0075 -0.8540
H -4.0290 0.8538 -2.2206
H -3.9034 2.4654 -0.3806
H -3.0592 2.8962 -1.8135
H -1.0080 1.7570 1.9435
H -2.3012 0.7483 1.2175
H -2.6627 2.1986 1.8941
H -0.8662 4.2696 0.8151
H -2.5891 4.4513 0.6170
H -1.6456 4.5898 -0.7317
H 0.5638 1.3381 -3.6549
H 0.8618 -0.3151 -3.1255
H 1.5598 0.9307 -2.2736
Ni 2.5162 2.0714 2.3731
O 2.1712 0.5349 1.3393
H 2.2581 -0.2011 0.7027
C 3.9207 -2.2959 0.0284
N 4.4651 -3.5580 -0.5215
O 4.4749 -3.7114 -1.7331
O 4.8976 -4.3690 0.3055
H 2.9794 -2.4346 0.5602
H 3.5984 -1.7644 -0.8670
H 4.6206 -1.7089 0.6232
Br 1.5390 -1.9045 4.8728
C 0.5152 -2.3525 3.2301
C 0.8328 -3.6874 2.7625
Br -0.1813 -4.1430 1.1448
H 0.6742 -1.7099 2.3641
H -0.5261 -2.1450 3.4766
H 0.6761 -4.3803 3.5892
H 1.9175 -3.7757 2.7008
```



C10H14N3 | ωB97M-V with the def2-TZVPD basis set

Maximum force: 5.5 eV/Å
Net charge: +1
HOMO: -12.0 eV
HOMO-LUMO gap: 7.7 eV
SMILES string: C/C=C/C=C/N(C)[n+]1cccnc1

XYZ file:
```
27
C10H14N3, DFT ωB97M-V with the def2-TZVPD basis set
C -4.6586 0.5057 -0.0683
C -4.3072 1.8948 0.0246
C -3.6585 -0.4711 -0.1539
C -2.0852 1.2846 0.1255
C 2.3077 0.3863 0.2039
C 1.0160 -0.0085 -0.2872
C 3.2899 0.9346 -0.5519
C 0.0398 -0.5159 0.4440
C 4.5568 1.2306 0.1833
C -1.3804 -2.4583 0.0491
N -3.0261 2.1854 0.1146
N -2.3666 -0.1007 -0.0014
N -1.3358 -0.9610 -0.1847
H -5.6938 0.0671 -0.2098
H -5.1001 2.7158 -0.0807
H -3.6846 -1.5588 -0.2698
H -0.9983 1.4193 0.2557
H 2.2662 0.2876 1.2132
H 0.9740 -0.0160 -1.3080
H 3.1853 0.9809 -1.6933
H 0.1282 -0.6077 1.5844
H 4.9555 2.1271 -0.1623
H 4.5242 1.2301 1.2153
H 5.3558 0.5356 -0.2083
H -0.4252 -2.8647 0.2983
H -2.1572 -2.5369 0.8939
H -1.6883 -2.8908 -0.9502
```



C28H55N2O8S | ωB97M-V with the def2-TZVPD basis set

Maximum force: 6.9 eV/Å
⟨S²⟩: 0.75
HOMO (alpha / beta): -8.0 / -8.0 eV
HOMO-LUMO gap (alpha / beta): 8.2 / 7.8 eV
2S+1: 2

XYZ file:
```
94
C28H55N2O8S, DFT ωB97M-V with the def2-TZVPD basis set
C -0.4299 1.9129 -3.2715
C 0.9866 1.1306 -3.0224
C 1.7476 1.1449 -4.5166
C 0.6418 -0.4395 -2.7357
C 0.7489 -0.9363 -1.1902
C 1.8005 -2.2111 -1.1578
C 1.4774 -3.3331 -0.0089
C 1.7324 -2.8482 1.5356
C 1.9695 -4.0768 2.6108
N 3.0816 -5.0202 2.1745
C 4.4414 -4.3907 1.9640
C 5.3383 -5.6690 1.4617
C 4.3301 -7.0027 1.4363
C 2.8462 -6.4932 1.9187
C -0.7974 -1.3830 -0.7350
C -1.8725 -0.1450 -0.7811
C -2.7641 -0.2007 0.6336
S -3.3767 1.5483 1.0996
O -4.7326 1.3283 1.8226
O -3.4440 2.4640 -0.1453
O -2.2584 2.1153 2.3045
C 1.2559 0.1489 -0.0967
C 1.6631 1.6269 -0.6295
C 0.5863 2.7506 -0.0152
C 3.0977 2.0051 0.1515
N 1.9548 1.7871 -2.0870
O 3.2447 1.5888 -2.4090
H -0.9150 2.4008 -2.3290
H -0.2189 2.7566 -4.0872
H -1.2801 1.2336 -3.7626
H 2.5886 0.3210 -4.5948
H 2.1905 2.2245 -4.7329
H 0.9345 0.8805 -5.3227
H 1.3519 -1.0901 -3.4412
H -0.4601 -0.6824 -3.1253
H 2.9125 -1.8230 -0.9646
H 1.8600 -2.7981 -2.1892
H 0.3995 -3.8173 -0.0837
H 2.2339 -4.2366 -0.2012
H 0.7697 -2.2743 1.8834
H 2.6514 -2.1150 1.6665
H 2.2532 -3.5503 3.6440
H 0.9481 -4.6489 2.8434
H 4.6930 -3.2542 2.1110
H 6.4747 -5.6036 1.1543
H 4.5792 -8.0980 1.1059
H 1.8194 -7.0410 2.0392
H -1.1347 -2.2394 -1.4676
H -0.8393 -1.8294 0.3519
H -2.5658 -0.3363 -1.7278
H -1.3986 0.9243 -0.8021
H -3.6544 -0.9711 0.5208
H -2.1340 -0.5547 1.5559
H -1.8456 2.9738 1.9792
H 0.4280 0.2245 0.7597
H 2.2047 -0.3237 0.4526
H 0.2652 3.5123 -0.8722
H 1.1324 3.4321 0.7989
H -0.3195 2.2601 0.5394
H 3.5150 3.0266 -0.2377
H 2.7923 2.1029 1.2987
H 3.8572 1.1164 0.0950
C 0.0900 5.3548 3.0034
O 1.5051 5.2369 3.0953
C 2.1771 6.4158 2.6369
C 2.6716 7.2649 3.8114
O 1.5768 7.8319 4.5381
C 1.3195 7.1360 5.7529
H -0.3592 4.5149 3.5412
H -0.2690 6.2850 3.4506
H -0.2191 5.3035 1.9546
H 1.5319 7.0007 1.9713
H 3.0436 6.0810 2.0568
H 3.2576 8.1014 3.4169
H 3.3220 6.6812 4.4736
H 2.1052 7.3602 6.4811
H 1.2570 6.0556 5.5962
H 0.3630 7.4849 6.1521
C -3.7132 -4.3931 -1.8291
O -3.8495 -3.0033 -2.1024
C -4.1405 -2.7493 -3.4816
C -5.6234 -2.4258 -3.6856
O -6.4432 -3.5714 -3.4334
C -7.0817 -3.5068 -2.1629
H -3.6871 -4.5277 -0.7439
H -4.5508 -4.9691 -2.2300
H -2.7729 -4.7634 -2.2498
H -3.8309 -3.5929 -4.1092
H -3.5475 -1.8764 -3.7748
H -5.7806 -2.1475 -4.7328
H -5.9312 -1.5778 -3.0623
H -7.8827 -2.7613 -2.1889
H -6.3746 -3.2628 -1.3653
H -7.5215 -4.4851 -1.9499
```



C4H10O | ωB97M-V with the def2-TZVPD basis set

Maximum force: 0.8 eV/Å
HOMO: -7.5 eV
HOMO-LUMO gap: 8.5 eV

XYZ file:
```
15
C4H10O, DFT ωB97M-V with the def2-TZVPD basis set
C 1.6866 -0.7818 -0.7856
O 0.9301 -0.6578 0.3206
C -0.1787 0.0964 0.3340
C -1.1216 0.0173 -0.8403
C -0.7590 0.2643 1.7091
H 1.5947 1.0455 -0.8107
H 1.1790 -0.9556 -1.7354
H 2.6074 -1.3234 -0.5834
H 0.9603 1.3924 -0.3851
H -1.4857 -1.0206 -0.9665
H -0.6683 0.3241 -1.7911
H -1.9957 0.6556 -0.6613
H -1.3266 1.2036 1.7608
H 0.0355 0.2918 2.4642
H -1.4580 -0.5520 1.9707
```



C4H5NOS2 | ωB97M-V with the def2-TZVPD basis set

Maximum force: 4.1 eV/Å
HOMO: -9.0 eV
HOMO-LUMO gap: 8.8 eV
SMILES string: O=C1CCC(=S)N1S

XYZ file:
```
13
C4H5NOS2, DFT ωB97M-V with the def2-TZVPD basis set
C -1.1848 0.1342 -1.0475
C -1.0574 -1.4765 -1.2470
C 0.0742 -1.9845 -0.4284
C 0.6786 -0.7113 0.2640
H -0.8749 2.4848 -0.3054
H -2.0969 -1.9510 -0.9299
H -0.9572 -1.6683 -2.3045
H -0.2516 -2.8257 0.1969
H 0.6996 -2.5668 -1.2071
N -0.2258 0.3383 -0.0150
O -1.9355 0.9092 -1.5694
S -0.0755 1.9780 0.6438
S 1.9182 -0.6584 1.3540
```



C5H10OS | ωB97M-V with the def2-TZVPD basis set

Maximum force: 4.7 eV/Å
HOMO: -8.5 eV
HOMO-LUMO gap: 9.5 eV
SMILES string: COC1(SC)CC1

XYZ file:
```
17
C5H10OS, DFT ωB97M-V with the def2-TZVPD basis set
C 1.9834 -0.7331 0.3790
C -0.4281 -0.2114 -0.6009
C -1.8034 -0.9088 -0.7459
C -1.1846 -0.8143 0.6249
C 0.4155 1.8446 -0.1214
H 0.9531 -0.5578 1.0457
H 2.9138 0.1189 0.3231
H 2.6427 -1.7474 0.6583
H -2.0818 -1.8247 -1.1753
H -2.6549 -0.1390 -0.8760
H -1.8408 0.0211 1.0653
H -1.3700 -1.6674 1.4727
H 0.3471 2.8649 -0.6187
H 1.4108 1.6165 -0.3262
H 0.0397 1.8718 0.8651
O -0.4294 1.0928 -0.8562
S 1.0870 -0.8268 -1.1133
```



C6H10O | ωB97M-V with the def2-TZVPD basis set

Maximum force: 0.5 eV/Å
HOMO: -7.2 eV
HOMO-LUMO gap: 7.4 eV

XYZ file:
```
17
C6H10O, DFT ωB97M-V with the def2-TZVPD basis set
C 2.2970 -0.0306 0.2924
C 1.0307 -0.4192 -0.4760
C -0.1509 -0.1109 0.3939
C -1.6783 -0.3451 -0.9890
O -0.2216 -0.9037 1.4553
C -1.1764 0.8025 0.1125
C -1.9736 1.8265 0.4294
H 3.1782 -0.2157 -0.3257
H 2.3841 -0.6160 1.2119
H 2.2796 1.0324 0.5550
H 1.0491 -1.4884 -0.7258
H 0.9521 0.1528 -1.4039
H -2.7403 -0.1252 -0.9048
H -1.2829 -0.1343 -1.9853
H -1.5300 -1.4142 -0.7745
H -0.9371 -0.5529 2.0178
H -1.4797 2.5419 1.1170
```



C7H9ILiN4O3 | ωB97M-V with the def2-TZVPD basis set

Maximum force: 3.1 eV/Å
Net charge: -1
HOMO: -4.8 eV
HOMO-LUMO gap: 7.3 eV

XYZ file:
```
25
C7H9ILiN4O3, DFT ωB97M-V with the def2-TZVPD basis set
Li 11.0641 5.4459 3.1449
N 12.0173 3.5910 3.7799
C 13.4325 3.7258 4.0909
C 13.7941 5.2559 4.1758
O 14.9286 5.6102 4.5623
N 12.9820 6.1500 3.6658
C 13.3042 7.5490 3.7460
C 12.0396 8.2643 3.5087
O 11.7625 9.3678 3.9155
O 11.1491 7.5238 2.7881
H 11.4890 3.5577 4.6733
H 11.8100 2.7196 3.3159
H 14.1649 3.3761 3.3165
H 13.7114 3.3002 5.0823
H 14.1410 7.7023 3.0653
H 13.6265 7.8039 4.8171
I 5.0094 4.6458 4.5629
C 6.7265 5.5997 3.9726
C 7.1301 6.7650 3.2624
N 8.4178 6.6817 2.9472
N 8.8989 5.5350 3.4140
C 7.9513 4.8835 4.1563
H 6.5399 7.6155 3.1396
H 10.3256 8.1183 2.7273
H 8.1252 3.9307 4.7321
```



C32H40F3N7O | ωB97M-V with the def2-TZVPD basis set

Maximum force: 8.6 eV/Å
HOMO: -8.1 eV
HOMO-LUMO gap: 5.9 eV
SMILES string: O=C1CC[C@@H](CCC(F)=C(F)F)N1.c1cc[nH]c1.c1cc[nH]c1.c1cc[nH]c1.c1cc[nH]c1.c1cc[nH]c1.c1cc[nH]c1

XYZ file:
```
83
C32H40F3N7O, DFT ωB97M-V with the def2-TZVPD basis set
O 3.5214 -2.2990 1.6010
C 2.5217 -2.8145 0.8715
C 2.7248 -3.9112 -0.3318
C 1.6077 -3.2960 -1.3909
C 0.4245 -2.5458 -0.4774
C -0.8754 -3.5072 -0.8282
C -2.3313 -2.8010 -0.4731
C -3.4801 -3.9320 -0.9158
F -4.3958 -3.7068 -2.0899
C -3.6509 -5.2539 -0.2183
F -4.4504 -5.4331 1.0224
F -3.0010 -6.4345 -0.8767
N 1.0207 -2.6295 0.9385
H 2.4541 -4.9287 0.2293
H 3.7402 -3.9005 -0.9347
H 2.0381 -2.4390 -2.0873
H 1.2406 -4.2978 -1.9228
H 0.2138 -1.4271 -0.8351
H -0.8675 -3.6240 -2.0161
H -0.7839 -4.6003 -0.3816
H -2.4151 -2.5046 0.6733
H -2.5440 -1.8216 -1.0893
H 0.7004 -3.4694 1.5047
N 1.3136 1.5621 -0.7142
C 0.4550 2.0346 0.2440
C -0.4394 2.8844 -0.3677
C -0.1123 2.9211 -1.7442
C 0.9720 2.0932 -1.9307
H 2.0788 0.9210 -0.5495
H 0.5547 1.7278 1.2765
H -1.2415 3.4192 0.1242
H -0.6142 3.4896 -2.5165
H 1.5291 1.8383 -2.8223
N -5.2362 -0.6096 -1.2480
C -5.4546 0.1955 -0.1605
C -5.3903 1.5052 -0.5808
C -5.1297 1.4894 -1.9719
C -5.0422 0.1706 -2.3581
H -5.2213 -1.6211 -1.2338
H -5.6351 -0.2313 0.8170
H -5.5185 2.3778 0.0465
H -5.0185 2.3475 -2.6220
H -4.8578 -0.2782 -3.3250
N 4.2037 -0.9191 -3.9944
C 3.4878 0.2139 -3.7074
C 2.7173 0.5204 -4.8067
C 2.9731 -0.4658 -5.7891
C 3.8923 -1.3437 -5.2598
H 4.8585 -1.3715 -3.3698
H 3.5888 0.7046 -2.7486
H 2.0428 1.3626 -4.8915
H 2.5335 -0.5292 -6.7762
H 4.3513 -2.2312 -5.6747
N -0.0951 5.7456 1.3096
C 0.3689 5.2152 2.4852
C -0.2753 5.8514 3.5227
C -1.1634 6.7945 2.9527
C -1.0337 6.7059 1.5847
H 0.2071 5.4709 0.3840
H 1.1169 4.4337 2.4828
H -0.1230 5.6563 4.5763
H -1.8266 7.4657 3.4829
H -1.5267 7.2434 0.7857
N 3.5899 -6.4453 -2.8617
C 2.3621 -6.8683 -3.3000
C 2.2182 -8.1923 -2.9501
C 3.3984 -8.5798 -2.2716
C 4.2268 -7.4808 -2.2287
H 3.9666 -5.5144 -2.9852
H 1.6983 -6.1932 -3.8234
H 1.3559 -8.8118 -3.1597
H 3.6198 -9.5552 -1.8582
H 5.2130 -7.3477 -1.8043
N -0.4919 7.2375 7.1192
C -1.7339 7.4174 7.6703
C -1.6200 7.2674 9.0344
C -0.2604 6.9931 9.3164
C 0.4140 6.9834 8.1159
H -0.2773 7.2855 6.1316
H -2.5903 7.6347 7.0462
H -2.4286 7.3481 9.7493
H 0.1795 6.8219 10.2904
H 1.4579 6.8166 7.8862
```